DFT (wB97M-V/def2-TZVPD) results for a cluster of 4 separate species, C28H43BN3O9S2 in total in a non-equilibrium geometry.

Positions of all 86 atoms, in Å:
1 C 2.0262 2.4705 -0.2560
2 H -7.8545 2.9132 -4.7383
3 H 4.5842 -3.2544 7.3474
4 H 5.9347 2.6153 -1.2832
5 H 2.6650 -4.2300 3.1148
6 H 5.0896 -5.5052 2.1093
7 H 2.5143 3.4467 -0.2408
8 C -2.5642 4.3442 -1.3016
9 H 0.9496 -5.2842 0.9850
10 H -2.5813 0.5806 -5.1875
11 O 4.2902 4.7777 -2.0427
12 C 1.7234 -5.9195 1.4186
13 N -1.4045 1.0784 0.0860
14 O -0.9736 0.0784 -3.4887
15 H 1.7949 -6.8353 0.8282
16 H 4.3421 -1.1534 0.6322
17 C -1.8040 3.4326 -0.6139
18 H 3.0701 -1.9688 1.1841
19 H 4.4459 0.7111 -1.6559
20 O 2.6987 -2.0178 -1.8868
21 O 3.5561 2.9578 -3.1139
22 B 2.8200 -1.2804 -0.7425
23 H 3.2717 -4.4005 7.6806
24 H 2.7380 3.4668 -3.2047
25 H 5.0904 -4.4915 5.2194
26 C 3.8589 -3.9277 6.8880
27 H 4.9732 -6.3534 7.6475
28 H -3.1868 -1.5684 -2.2875
29 H 1.3953 -6.1806 2.4287
30 S -2.0761 6.0742 -1.3753
31 H -6.2173 4.7168 -4.2516
32 O -6.7292 3.8181 -2.5044
33 C 4.1429 -6.0479 2.0763
34 H 5.9893 -6.5752 6.2311
35 H 0.2334 -0.8695 -0.3054
36 H -3.2593 1.5668 -4.1054
37 C -3.3092 1.6980 -1.2507
38 H -4.9406 2.2926 -2.4452
39 O -1.0325 1.2604 2.3953
40 C -7.5705 5.9797 -3.1573
41 H 3.8845 -6.3063 3.1057
42 C 3.0556 -5.1847 1.4606
43 C -8.1978 3.8965 -4.4143
44 C 0.0010 1.2280 -0.0803
45 H 6.2823 -5.2032 7.3147
46 H 2.7668 -2.9521 -1.6543
47 C 0.7510 0.0890 -0.2966
48 S -0.3051 3.8950 0.2445
49 O 2.9194 -3.9859 2.2166
50 H 4.8537 3.3077 -0.0602
51 C -2.1578 2.0875 -0.5741
52 H -8.4919 4.4713 -5.2948
53 C -1.8093 0.8828 1.5144
54 C 4.5478 -4.9784 6.0310
55 N -3.0569 0.5870 -4.2912
56 C -3.7651 0.2480 -1.2892
57 C -4.0553 2.6439 -1.9253
58 H -9.0820 3.7386 -3.7902
59 H -4.3166 4.6984 -2.4946
60 H 4.2904 -6.9704 1.5100
61 C 4.8821 2.7439 -0.9938
62 C -3.7130 3.9706 -1.9689
63 H 3.3444 -4.8915 0.4499
64 C 4.2289 3.5643 -2.0936
65 H -1.8476 -0.8179 -1.4025
66 N 3.6546 -1.8502 0.3569
67 C 0.6672 2.4289 -0.0460
68 H -4.6827 0.2278 -1.8935
69 H -3.1658 6.6859 -0.8632
70 O 3.5679 -5.8229 5.4244
71 C 5.5086 -5.8209 6.8560
72 C 2.7728 1.3498 -0.5058
73 H 3.0772 -6.2619 6.1274
74 H 4.7715 0.8713 0.0715
75 H -7.5036 3.7119 -1.9413
76 O -2.9062 0.3075 1.7072
77 C -7.1071 4.6090 -3.6282
78 H -6.7820 6.4753 -2.5892
79 H -8.4348 5.8872 -2.4934
80 C 4.2697 1.3510 -0.7811
81 H 3.1673 -3.3363 6.2870
82 C -2.7029 -0.6116 -2.0410
83 C 2.1128 0.1151 -0.5084
84 H -3.9641 -0.1594 -0.2955
85 C -2.1780 0.0485 -3.3007
86 H -7.8462 6.6162 -4.0003

The calculation puts the energy relative to the best compared isomer or geometry (same formula, charge and spin) at 22.7 kcal/mol. The value obtained for the highest occupied orbital energy is -4.5 eV. As for the charge: -1. As for the total energy: -2755.5775 Eh.